1.
{
  "formula": "ClH4N2OP",
  "method": "ωB97M-V with the def2-TZVPD basis set",
  "multiplicity": 1,
  "homo_lumo_gap_ev": 9.75,
  "de_lowest_kcal_mol": 86.97,
  "molar_mass_g_mol": 114.472,
  "e_lumo_ev": 0.556,
  "e_homo_ev": -9.2,
  "smiles": "NP(N)OCl",
  "elements": ["N", "P", "N", "O", "Cl", "H", "H", "H", "H"],
  "xyz": [[0.022, 0.890, -0.960], [-1.247, 0.420, 0.009], [-0.320, -0.381, 1.170], [-1.844, -1.370, -1.006], [-0.484, -2.331, -1.071], [-0.034, 1.651, -1.625], [1.007, 0.871, -0.756], [0.250, -1.117, 0.766], [-0.990, -0.798, 1.836]],
  "lowdin_charge": [-0.221, 0.844, -0.251, -0.931, 0.473, 0.041, 0.047, -0.042, 0.041]
}

***

2.
{
  "formula": "C17H46CaNO9",
  "method": "ωB97M-V with the def2-TZVPD basis set",
  "multiplicity": 1,
  "homo_lumo_gap_ev": 8.73,
  "molar_mass_g_mol": 448.631,
  "e_lumo_ev": -3.109,
  "e_homo_ev": -11.8,
  "charge": 1,
  "elements": ["Ca", "C", "C", "O", "O", "H", "H", "H", "C", "O", "H", "H", "H", "H", "C", "O", "H", "H", "H", "H", "C", "O", "H", "H", "H", "H", "C", "O", "C", "C", "N", "C", "C", "O", "C", "H", "H", "H", "H", "H", "H", "H", "H", "H", "H", "H", "H", "H", "H", "H", "C", "C", "C", "O", "H", "H", "H", "H", "H", "H", "H", "H", "C", "C", "C", "O", "H", "H", "H", "H", "H", "H", "H", "H"],
  "xyz": [[-0.651, 2.199, 42.939], [0.130, 5.378, 45.633], [-0.184, 4.223, 44.735], [0.749, 3.432, 44.399], [-1.377, 4.069, 44.304], [1.107, 5.821, 45.458], [-0.030, 5.019, 46.649], [-0.593, 6.154, 45.379], [-0.083, 5.005, 49.533], [-0.718, 6.214, 49.972], [-0.233, 4.187, 50.239], [-0.682, 4.771, 48.645], [0.956, 5.091, 49.227], [-1.657, 6.021, 49.938], [1.424, 7.872, 47.531], [1.691, 9.074, 48.221], [0.705, 7.324, 48.149], [1.017, 7.964, 46.521], [2.295, 7.219, 47.497], [0.909, 9.611, 48.362], [-1.445, -0.085, 45.670], [-0.441, 0.743, 45.080], [-2.255, 0.541, 46.057], [-1.940, -0.788, 45.003], [-0.952, -0.617, 46.485], [-0.029, 1.163, 45.845], [2.442, 0.491, 42.972], [1.575, 1.487, 42.414], [2.256, 2.164, 41.340], [1.608, 3.532, 41.085], [0.140, 3.415, 41.038], [-0.478, 4.747, 41.115], [-1.923, 4.753, 40.665], [-2.524, 3.589, 41.274], [-3.834, 3.804, 41.762], [3.136, 0.019, 42.282], [1.865, -0.251, 43.529], [2.988, 0.881, 43.838], [2.272, 1.624, 40.388], [3.313, 2.318, 41.567], [2.023, 3.919, 40.150], [1.987, 4.188, 41.870], [-0.036, 3.109, 40.083], [0.094, 5.448, 40.498], [-0.420, 5.107, 42.143], [-2.033, 4.630, 39.586], [-2.324, 5.705, 41.012], [-3.976, 4.625, 42.469], [-4.186, 2.915, 42.283], [-4.507, 4.013, 40.925], [3.792, 3.914, 46.740], [3.629, 2.397, 46.726], [4.231, 1.681, 47.892], [2.208, 2.105, 46.745], [3.466, 4.290, 47.707], [3.199, 4.322, 45.917], [4.824, 4.121, 46.451], [4.026, 1.962, 45.802], [5.222, 1.998, 48.215], [4.317, 0.641, 47.570], [3.545, 1.756, 48.735], [1.852, 2.848, 46.240], [2.197, 10.162, 43.055], [0.717, 10.145, 43.433], [0.103, 8.774, 43.182], [0.681, 10.477, 44.814], [2.719, 9.394, 43.633], [2.700, 11.112, 43.207], [2.248, 9.822, 42.015], [0.229, 10.970, 42.913], [0.645, 8.026, 43.765], [0.315, 8.461, 42.155], [-0.971, 8.804, 43.351], [1.308, 9.931, 45.296]],
  "lowdin_charge": [1.563, 0.006, -0.707, -0.153, -0.135, 0.076, 0.073, 0.091, -0.152, -0.123, 0.080, 0.060, 0.072, 0.075, -0.170, -0.097, 0.060, 0.049, 0.081, 0.086, -0.108, -0.202, 0.090, 0.086, 0.097, 0.078, -0.061, -0.316, -0.187, -0.183, -0.161, -0.200, -0.163, -0.251, -0.096, 0.102, 0.092, 0.090, 0.131, 0.134, 0.134, 0.130, 0.137, 0.134, 0.115, 0.135, 0.137, 0.099, 0.090, 0.098, -0.038, -0.491, -0.054, -0.080, 0.088, 0.065, 0.090, 0.121, 0.087, 0.082, 0.088, 0.030, -0.062, -0.486, -0.059, -0.058, 0.080, 0.085, 0.077, 0.142, 0.063, 0.070, 0.082, 0.064]
}

***

3.
{
  "formula": "C5H6N",
  "method": "ωB97M-V with the def2-TZVPD basis set",
  "multiplicity": 1,
  "homo_lumo_gap_ev": 9.08,
  "de_lowest_kcal_mol": 112.92,
  "molar_mass_g_mol": 80.110,
  "e_lumo_ev": -7.161,
  "e_homo_ev": -16.2,
  "charge": 1,
  "elements": ["C", "C", "C", "C", "C", "N", "H", "H", "H", "H", "H", "H"],
  "xyz": [[1.672, -0.490, -0.284], [1.744, 0.881, -0.130], [0.402, 1.021, 0.210], [-0.194, -0.360, 0.474], [-1.436, -0.597, -0.349], [0.871, -1.314, 0.080], [2.464, 1.653, -0.616], [-0.060, 1.891, 0.660], [-0.270, -0.772, 1.623], [-1.990, 0.372, -0.338], [-2.050, -1.447, 0.064], [-1.152, -0.839, -1.395]],
  "lowdin_charge": [0.114, 0.057, 0.054, -0.322, -0.023, 0.203, 0.183, 0.145, 0.248, 0.108, 0.119, 0.114]
}

***

4.
{
  "formula": "C14H24N3O5Pd",
  "method": "ωB97M-V with the def2-TZVPD basis set",
  "s_squared": 2.005,
  "multiplicity": 3,
  "homo_lumo_gap_ev": [7.24, 7.31],
  "de_lowest_kcal_mol": 5.98,
  "molar_mass_g_mol": 420.782,
  "e_lumo_ev": [-3.724, -3.734],
  "e_homo_ev": [-11.0, -11.0],
  "charge": 1,
  "elements": ["Pd", "O", "C", "O", "C", "C", "C", "C", "C", "O", "C", "C", "O", "O", "H", "H", "H", "H", "H", "H", "H", "H", "N", "C", "C", "C", "N", "C", "C", "N", "C", "H", "H", "H", "H", "H", "H", "H", "H", "H", "H", "H", "H", "H", "H", "H", "H"],
  "xyz": [[-0.105, -1.181, -0.261], [-3.247, 1.375, 0.638], [-2.349, 0.576, 0.776], [-1.375, 0.468, -0.110], [-2.221, -0.239, 2.061], [-0.819, -0.051, 2.654], [-0.763, -0.492, 4.115], [-0.818, -2.038, 3.984], [-0.907, -2.211, 2.471], [-0.060, -1.110, 1.996], [-2.299, -1.798, 1.971], [-2.665, -2.380, 0.607], [-3.781, -2.806, 0.415], [-1.707, -2.444, -0.289], [-2.993, 0.153, 2.719], [-0.362, 0.912, 2.439], [-1.587, -0.076, 4.691], [0.172, -0.172, 4.571], [-1.677, -2.479, 4.486], [0.086, -2.499, 4.376], [-0.534, -3.149, 2.073], [-3.071, -2.173, 2.640], [1.757, 3.263, -2.474], [0.804, 2.377, -1.658], [-0.027, 1.501, -2.578], [0.661, 0.209, -3.065], [-0.055, -0.972, -2.536], [2.137, 0.124, -2.659], [2.441, 0.435, -1.182], [2.214, -0.799, -0.394], [1.578, 1.586, -0.617], [1.229, 3.837, -3.133], [2.418, 2.699, -3.010], [2.291, 3.887, -1.867], [0.148, 3.088, -1.157], [-0.413, 2.082, -3.420], [-0.894, 1.236, -1.967], [0.626, 0.198, -4.158], [0.279, -1.823, -2.978], [-1.053, -0.918, -2.731], [2.731, 0.778, -3.307], [2.507, -0.879, -2.886], [3.495, 0.724, -1.116], [2.459, -0.677, 0.585], [2.791, -1.550, -0.756], [2.169, 2.243, 0.027], [0.790, 1.167, 0.014]],
  "lowdin_spin": [1.396, 0.020, 0.007, 0.161, -0.001, 0.002, 0.003, 0.001, 0.000, 0.071, 0.000, 0.008, 0.024, 0.167, 0.000, 0.000, 0.001, 0.000, 0.000, 0.000, 0.000, 0.000, 0.000, 0.000, 0.000, 0.008, 0.073, 0.001, 0.001, 0.044, 0.001, 0.000, 0.000, 0.000, 0.000, 0.000, 0.000, 0.004, 0.003, 0.000, 0.000, 0.000, 0.001, 0.001, 0.004, 0.000, 0.000]
}

***

5.
{
  "formula": "C29H39As2N5NiO8Se2",
  "method": "ωB97M-V with the def2-TZVPD basis set",
  "multiplicity": 1,
  "homo_lumo_gap_ev": [6.18, 6.18],
  "molar_mass_g_mol": 952.115,
  "e_lumo_ev": [-7.309, -7.313],
  "e_homo_ev": [-13.5, -13.5],
  "charge": 2,
  "elements": ["Ni", "Se", "Se", "C", "C", "C", "C", "C", "N", "C", "C", "C", "C", "C", "N", "H", "H", "H", "H", "H", "H", "H", "H", "C", "N", "C", "C", "N", "N", "C", "C", "H", "H", "H", "H", "H", "H", "H", "H", "H", "H", "H", "H", "H", "C", "O", "C", "O", "C", "C", "As", "C", "C", "C", "As", "C", "C", "O", "O", "C", "C", "O", "O", "C", "C", "O", "O", "C", "H", "H", "H", "H", "H", "H", "H", "H", "H", "H", "H", "H", "H", "H", "H", "H", "H", "H"],
  "xyz": [[-0.552, -0.056, 0.460], [0.620, 1.650, 2.471], [2.233, 2.427, 1.039], [2.544, 0.867, -0.047], [3.814, 0.789, -0.611], [4.104, -0.261, -1.460], [3.116, -1.207, -1.703], [1.895, -1.062, -1.078], [1.597, -0.038, -0.260], [-0.886, 2.499, 1.606], [-1.484, 3.632, 2.119], [-2.540, 4.184, 1.406], [-2.928, 3.590, 0.212], [-2.271, 2.450, -0.216], [-1.275, 1.902, 0.484], [4.550, 1.548, -0.378], [5.082, -0.353, -1.913], [3.297, -2.043, -2.365], [1.106, -1.788, -1.234], [-1.128, 4.064, 3.044], [-3.050, 5.064, 1.774], [-3.732, 4.009, -0.375], [-2.543, 1.952, -1.138], [-1.002, 0.694, -4.110], [-2.012, -0.220, -3.606], [-2.522, -1.166, -4.596], [-2.095, -0.495, -2.275], [-1.050, -0.261, -1.497], [-3.285, -0.986, -1.851], [-4.523, -0.735, -2.574], [-3.436, -1.679, -0.579], [-1.380, 1.156, -5.021], [-0.064, 0.187, -4.363], [-0.802, 1.485, -3.388], [-1.694, -1.546, -5.199], [-3.235, -0.686, -5.268], [-3.001, -2.011, -4.110], [-0.237, -0.021, -2.045], [-4.366, -0.023, -3.379], [-5.260, -0.319, -1.885], [-4.941, -1.655, -2.987], [-3.137, -2.724, -0.650], [-4.476, -1.636, -0.268], [-2.821, -1.222, 0.185], [4.182, -0.948, 2.816], [2.783, -1.122, 2.515], [2.010, -1.581, 3.504], [2.408, -1.846, 4.604], [0.580, -1.631, 3.041], [-0.426, -1.608, 3.954], [-0.172, -3.020, 5.286], [-1.681, -2.849, 6.527], [-0.951, -4.131, 3.776], [-0.761, -3.981, 2.465], [0.067, -2.496, 1.378], [1.682, -3.555, 1.031], [-1.380, -4.827, 1.381], [-1.855, -4.220, 0.441], [-1.342, -6.139, 1.353], [-0.632, -6.947, 2.299], [-1.945, -5.180, 4.231], [-3.045, -5.170, 3.755], [-1.617, -6.081, 5.157], [-0.307, -6.212, 5.711], [-1.844, -1.338, 3.617], [-2.780, -1.868, 4.144], [-2.039, -0.300, 2.744], [-3.423, 0.128, 2.700], [4.722, -1.103, 1.886], [4.502, -1.664, 3.568], [4.350, 0.064, 3.181], [-1.780, -1.794, 6.780], [-1.430, -3.390, 7.438], [-2.623, -3.208, 6.124], [2.086, -3.911, 1.977], [2.444, -2.994, 0.498], [1.383, -4.410, 0.424], [-1.328, -7.347, 3.033], [0.166, -6.389, 2.786], [-0.204, -7.769, 1.732], [-0.217, -7.246, 6.031], [-0.192, -5.568, 6.584], [0.475, -5.990, 4.983], [-3.529, 0.794, 1.852], [-3.670, 0.648, 3.624], [-4.075, -0.734, 2.598]],
  "lowdin_charge": [0.386, 0.793, 0.778, -0.636, -0.095, -0.021, -0.030, -0.188, -0.015, -0.630, -0.051, -0.003, -0.011, -0.088, -0.013, 0.113, 0.128, 0.123, 0.087, 0.122, 0.131, 0.125, 0.113, -0.042, -0.159, -0.031, -0.403, 0.107, -0.124, -0.038, -0.014, 0.104, 0.100, 0.090, 0.102, 0.103, 0.093, 0.046, 0.089, 0.098, 0.105, 0.081, 0.102, 0.040, 0.003, -0.104, -0.573, 0.080, -0.378, -0.309, 1.390, -0.267, -0.242, -0.232, 1.365, -0.208, -0.538, 0.044, 0.032, -0.002, -0.554, 0.176, -0.023, -0.060, -0.530, 0.115, -0.135, -0.014, 0.094, 0.101, 0.105, 0.041, 0.031, 0.035, 0.056, 0.016, 0.054, 0.106, 0.087, 0.111, 0.110, 0.076, 0.080, 0.078, 0.113, 0.101]
}